# 1
The following is a DFT calculation (the ωB97M-V functional and the def2-TZVPD basis) of the molecule C2H3ClS2 in a non-equilibrium geometry.

```
8
C2H3ClS2 (the ωB97M-V functional and the def2-TZVPD basis)
Cl -2.43343 0.87292 -0.18218
S -0.62023 -2.20939 -0.29155
S 1.93311 -0.14278 -0.25777
C -0.66584 0.70046 -0.08142
C -0.12162 -0.68678 -0.25260
H -0.27828 1.07254 0.99064
H 2.37053 -0.94746 0.81196
H -0.18425 1.34049 -0.73709
```

As for the gap between HOMO and LUMO: 0.3077 hartree. As for the max |F|: 0.0726 Eh/bohr. For the HOMO energy, the calculation gives -9.213 eV. The value obtained for the energy above the lowest of the compared OMol25 structures with the same formula, charge and spin is 31.08 kcal/mol. The structure (SMILES) is S=C(S)CCl. The LUMO energy is -0.8 eV. As for the spin multiplicity: 1.

Partial charges, natural (NBO), in e:
1 Cl -0.03
2 S 0.21
3 S -0.19
4 C -0.51
5 C -0.16
6 H 0.28
7 H 0.16
8 H 0.24

# 2
The following is a DFT calculation (the ωB97M-V functional and the def2-TZVPD basis) of a cluster of 2 separate species, C6H14N2O2 in total in a non-equilibrium geometry.

```
24
C6H14N2O2 (the ωB97M-V functional and the def2-TZVPD basis)
O -0.29029 2.06695 -2.67309
O -0.38879 -0.80269 1.28928
N 1.62086 -1.41153 1.97566
N -1.36368 0.66583 -1.32356
C -0.37240 0.96856 -2.26396
C 0.26212 0.05168 3.42059
C -2.06648 1.85323 -0.90354
C 0.46709 -0.22672 -2.71537
C 1.55331 -2.23478 0.76695
C 0.43955 -0.73394 2.18383
H 1.53263 0.05252 -2.92266
H 0.70683 -1.00279 -1.99010
H -0.29458 -0.54449 4.20284
H 2.48862 -2.07611 0.14822
H -1.08425 -0.06219 -0.58296
H 1.15545 0.55659 3.79800
H -2.80929 1.59872 -0.17634
H -0.41331 0.89672 3.27154
H 2.41596 -1.24866 2.52523
H 0.05415 -0.62344 -3.62602
H 1.58455 -3.31252 1.11641
H 0.62592 -2.05603 0.16061
H -1.47390 2.62044 -0.43906
H -2.55543 2.23887 -1.91103
```

As for the gap between HOMO and LUMO: 0.3578 hartree. As for the max |F|: 0.0832 Eh/bohr. For the HOMO energy, the calculation gives -9.080 eV. The value obtained for the energy above the lowest of the compared OMol25 structures with the same formula, charge and spin is 37.64 kcal/mol. The structure (SMILES) is CNC(C)=O.CNC(C)=O. The LUMO energy is 0.7 eV. As for the spin multiplicity: 1.

Partial charges, natural (NBO), in e:
1 O -0.60
2 O -0.66
3 N -0.62
4 N -0.66
5 C 0.68
6 C -0.72
7 C -0.41
8 C -0.72
9 C -0.44
10 C 0.67
11 H 0.23
12 H 0.22
13 H 0.25
14 H 0.20
15 H 0.43
16 H 0.23
17 H 0.20
18 H 0.25
19 H 0.40
20 H 0.24
21 H 0.20
22 H 0.26
23 H 0.19
24 H 0.21

# 3
The following is a DFT calculation (the ωB97M-V functional and the def2-TZVPD basis) of a cluster of 2 separate species, C5H10O in total.

```
16
C5H10O (the ωB97M-V functional and the def2-TZVPD basis)
O 1.24445 -0.84476 0.50299
C 2.28617 0.10028 0.32482
C 0.01275 -0.32205 0.44809
C -1.93859 0.32227 0.25775
C -1.26950 -1.08809 0.31859
C -0.54100 0.89901 0.40060
H -2.43958 0.52304 -0.69698
H -1.54659 -1.71095 1.17443
H 3.22454 -0.43287 0.48654
H 2.26045 0.50428 -0.69463
H -1.35241 -1.67513 -0.60306
H 0.48546 -0.00870 -2.50650
H -2.63461 0.53587 1.07572
H 2.20077 0.92596 1.04221
H -0.16347 1.91591 0.40642
H 0.17115 0.35593 -1.93701
```

As for the gap between HOMO and LUMO: 0.3572 hartree. As for the max |F|: 0.0057 Eh/bohr. For the HOMO energy, the calculation gives -8.540 eV. The value obtained for the energy above the lowest of the compared OMol25 structures with the same formula, charge and spin is 65.82 kcal/mol. The structure (SMILES) is COC1=CCC1.[H][H]. The LUMO energy is 1.2 eV. As for the spin multiplicity: 1.

Partial charges, natural (NBO), in e:
1 O -0.49
2 C -0.25
3 C 0.34
4 C -0.39
5 C -0.44
6 C -0.35
7 H 0.20
8 H 0.21
9 H 0.20
10 H 0.18
11 H 0.21
12 H -0.01
13 H 0.20
14 H 0.18
15 H 0.21
16 H 0.00

# 4
The following is a DFT calculation (the ωB97M-V functional and the def2-TZVPD basis) of the molecule C6H11N.

```
18
C6H11N (the ωB97M-V functional and the def2-TZVPD basis)
N -0.21713 0.42163 -1.98795
C 0.48957 0.13281 0.50835
C -2.03974 -0.43582 0.47890
C 1.84515 -0.57403 0.43308
C -0.64339 -0.80862 -0.03713
C 0.49536 1.41918 -0.23793
C -0.65011 -0.62698 -1.53668
H 1.83253 -1.53091 0.96709
H 0.22400 0.31155 1.56106
H -0.28999 2.13697 0.00553
H 2.10698 -0.77699 -0.61248
H 1.46979 1.89825 -0.36068
H -2.08062 -0.53712 1.56842
H -0.43101 -1.85053 0.23236
H -2.28656 0.59984 0.21851
H 0.34128 1.26162 -2.11068
H 2.63885 0.04434 0.86615
H -2.80496 -1.08521 0.04409
```

As for the gap between HOMO and LUMO (alpha / beta): 0.3039 / 0.3039 hartree. As for the max |F|: 0.0124 Eh/bohr. For the HOMO energy (alpha / beta), the calculation gives -7.324 / -7.325 eV. The value obtained for the energy above the lowest of the compared OMol25 structures with the same formula, charge and spin is 98.72 kcal/mol. The LUMO energy (alpha / beta) is 0.9 / 0.9 eV. As for the spin multiplicity: 1.

Partial charges, natural (NBO), in e:
1 N -0.59
2 C -0.29
3 C -0.60
4 C -0.60
5 C -0.29
6 C -0.48
7 C 0.25
8 H 0.21
9 H 0.23
10 H 0.20
11 H 0.21
12 H 0.20
13 H 0.21
14 H 0.22
15 H 0.21
16 H 0.48
17 H 0.21
18 H 0.22

Computed values of total energy (unit: eV) for the preceding records, in sequence: -36313.79026, -13523.99223, -7391.91107, -7886.25052.